A:
Here is a cluster of 4 separate species, C2H9NS in total from the OMol25 dataset. Energies are from ωB97M-V/def2-TZVPD.

Geometry (Å):
N: 0.543 2.007 -2.667
H: -0.122 1.510 -3.289
H: 2.236 1.999 5.068
H: 0.118 2.388 -1.874
H: 1.238 1.317 -2.301
C: 1.083 -0.584 1.250
C: -0.311 -1.033 1.317
S: -1.028 -0.651 -0.373
H: 2.457 2.677 5.553
H: 1.348 0.384 1.352
H: 1.927 -1.360 1.247
H: -0.838 -0.619 2.080
H: -0.348 -2.232 1.393

The HOMO energy is -8.58 eV. For the frontier orbital gap, the calculation gives 6.5 eV. The total charge is 0.

B:
Here is a cluster of 2 separate species, C2H9NS in total from the OMol25 dataset. Energies are from ωB97M-V/def2-TZVPD.

Geometry (Å):
S: -0.808 2.286 0.362
H: -0.033 3.359 0.458
C: 1.116 -1.847 -1.349
C: 0.127 -1.942 -0.245
N: 0.200 -0.864 0.793
H: 1.235 -2.720 -1.991
H: 0.880 -0.963 -1.955
H: 2.169 -1.701 -1.069
H: -0.868 -2.018 -0.698
H: 0.110 -2.892 0.314
H: 0.924 -1.000 1.496
H: -0.696 -0.880 1.279
H: 0.312 0.026 0.263

The HOMO energy is -6.41 eV. For the frontier orbital gap, the calculation gives 6.2 eV. The total charge is 0.

Of the structures shown above, A is the least stable.